one) DFT (wB97M-V/def2-TZVPD) results for an isolated molecule of C6H8ClN.

The geometry in ORCA input format:
```
! wB97M-V def2-TZVPD RIJCOSX def2/J DEFGRID3
* xyz 0 1
C -2.5565 -0.8139 -0.1705
C -2.0359 -0.1261 -1.2285
C -2.0750 -0.5358 1.1829
C -0.5397 0.7774 0.2268
C 1.8774 0.9216 0.2313
C 0.6624 0.2904 -0.4504
N -1.0958 0.2116 1.3698
Cl -0.5509 2.4855 -0.0132
H -3.3383 -1.5884 -0.4700
H -1.7643 0.0155 -2.1813
H -2.5977 -1.0163 2.0562
H 1.6830 1.9543 0.0909
H 2.8522 0.6677 -0.1880
H 1.8858 0.5780 1.2525
H 0.6116 -0.8392 -0.2781
H 0.6788 0.4903 -1.4902
*
```

The value obtained for the orbital gap is 0.2993 Ha.

two) DFT (wB97M-V/def2-TZVPD) results for an isolated molecule of C6H8ClN.

The geometry in ORCA input format:
```
! wB97M-V def2-TZVPD RIJCOSX def2/J DEFGRID3
* xyz 0 1
H -2.7390 1.1454 -1.6108
N -2.7023 0.7455 -0.6970
C -1.5306 0.5509 -0.3351
C -1.0822 0.0310 0.9905
C 0.4208 0.1100 1.0240
C 0.8072 0.0365 -0.3877
C 2.0054 -0.3225 -0.9416
C -0.2979 0.6858 -1.2254
Cl -0.0182 2.4427 -1.0113
H -1.4481 0.8377 1.6599
H -1.5924 -0.8645 1.2944
H 1.0618 -0.6009 1.6003
H 0.6551 1.1634 1.3363
H 2.0918 -0.3002 -2.0495
H 2.8419 -0.7114 -0.3947
H -0.3597 0.4009 -2.2157
*
```

Its SMILES is [H]/N=C1/CCC(=C)[C@@H]1Cl. The value obtained for the orbital gap is 0.3761 Ha.

Relative stability in kcal/mol, measured from the most stable structure: one) 69.1; two) 0.0

one) DFT (wB97M-V/def2-TZVPD) results for a cluster of 2 separate species, C5H12O in total.

The geometry in ORCA input format:
```
! wB97M-V def2-TZVPD RIJCOSX def2/J DEFGRID3
* xyz 1 2
C -1.3993 -0.5121 1.7272
C -0.6892 0.8092 2.0654
C -1.6128 2.0344 2.0894
H -1.5602 -1.1188 2.6155
H -2.3528 -0.2620 1.2643
H -0.7692 -1.1123 1.0770
H -0.1761 0.7045 3.0171
H 0.0738 1.0220 1.3154
H -0.9981 2.8475 2.4669
H -2.3831 1.9372 2.8523
H -2.1364 2.0856 1.1349
O 1.9009 -2.5918 -2.0365
C 2.3359 -1.5326 -2.3867
C 1.7894 -0.9012 -3.6343
H 3.2205 -1.1611 -1.8264
H 1.9382 -1.5289 -4.5104
H 0.7061 -0.8456 -3.4623
H 2.1125 0.1261 -3.7689
*
```

Its expectation value of S² is 0.757. The value obtained for the orbital gap (alpha / beta) is 0.2510 / 0.1212 Ha.

two) DFT (wB97M-V/def2-TZVPD) results for a cluster of 2 separate species, C5H12O in total.

The geometry in ORCA input format:
```
! wB97M-V def2-TZVPD RIJCOSX def2/J DEFGRID3
* xyz 1 2
C -2.7666 -0.7914 -1.9489
C -1.3461 -0.4434 -1.3473
C -1.3673 0.6555 -0.1875
C 0.0243 0.9809 0.2132
C 0.5839 1.0217 1.4631
H -2.6621 -1.3629 -2.8204
H -3.0641 0.1740 -2.3452
H -3.5388 -1.0681 -1.2296
H -0.7818 0.0463 -2.1556
H -0.9654 -1.5266 -1.1534
H -1.8649 1.5511 -0.4692
H -1.8971 0.3542 0.6833
H 0.6404 1.4364 -0.5835
H -0.2333 0.9888 2.2661
H 1.6233 0.7427 1.6835
H 3.5030 -0.9105 1.0135
H 4.6961 -0.2450 1.8021
O 4.2220 -1.0900 1.7691
*
```

Its expectation value of S² is 0.754. The value obtained for the orbital gap (alpha / beta) is 0.3296 / 0.2069 Ha.

Relative stability in kcal/mol, measured from the most stable structure: one) 0.0; two) 8.5

one) DFT (wB97M-V/def2-TZVPD) results for an isolated molecule of C16H18N2O3.

The geometry in ORCA input format:
```
! wB97M-V def2-TZVPD RIJCOSX def2/J DEFGRID3
* xyz 0 1
C -4.0193 -3.1906 0.9882
C -3.3077 -3.1906 -0.3610
O -1.9598 -2.7704 -0.2663
C -1.6693 -1.4534 -0.1069
C -2.5868 -0.4157 -0.1446
C -2.1724 0.9077 0.0299
O -3.1747 1.8220 0.0020
C -2.8738 3.2001 0.1248
C -2.3339 3.8015 -1.1690
C -0.8288 1.1852 0.2314
C 0.0978 0.1448 0.2458
C 1.5225 0.5277 0.4745
O 1.8308 1.5260 1.0919
N 2.4229 -0.3292 -0.0967
C 3.8132 -0.2788 -0.0616
C 4.5411 0.6824 0.6378
C 5.9234 0.6207 0.5972
C 6.5318 -0.3883 -0.1331
N 5.8473 -1.3051 -0.7983
C 4.5328 -1.2516 -0.7629
C -0.3148 -1.1670 0.0859
H -5.0296 -3.5718 0.8687
H -3.4820 -3.8258 1.6879
H -4.0667 -2.1867 1.4027
H -3.2430 -4.2118 -0.7470
H -3.8518 -2.5796 -1.0911
H -3.6406 -0.5799 -0.2969
H -2.1786 3.3698 0.9549
H -3.8326 3.6624 0.3766
H -1.3890 3.3420 -1.4474
H -3.0454 3.6422 -1.9755
H -2.1810 4.8691 -1.0384
H -0.4570 2.1842 0.3876
H 2.0414 -1.0916 -0.6397
H 4.0294 1.4515 1.1922
H 6.5166 1.3494 1.1276
H 7.6081 -0.4739 -0.1935
H 4.0151 -2.0235 -1.3213
H 0.3647 -2.0031 0.1438
*
```

Its SMILES is CCOc1cc(OCC)cc(C(=O)Nc2cccnc2)c1. The value obtained for the orbital gap is 0.3357 Ha.

two) DFT (wB97M-V/def2-TZVPD) results for an isolated molecule of C16H18N2O3.

The geometry in ORCA input format:
```
! wB97M-V def2-TZVPD RIJCOSX def2/J DEFGRID3
* xyz 0 1
C 1.4532 -6.2033 -0.4885
O 0.9755 -5.0486 -1.1283
C 0.9967 -3.8720 -0.4386
C 1.4506 -3.7127 0.8575
C 1.4269 -2.4649 1.4704
C 0.9564 -1.3616 0.7907
C 0.8917 0.0048 1.4130
C -0.5715 0.4233 1.6594
N -0.7662 1.8501 1.5424
C -1.0734 2.4102 0.3478
O -1.2815 1.7550 -0.6560
C -1.1560 3.9005 0.3476
C -0.8908 4.5827 -0.8381
C -0.9736 5.9631 -0.8546
C -1.3258 6.6117 0.3207
N -1.6083 5.9741 1.4439
C -1.5314 4.6566 1.4561
C 0.4981 -1.5132 -0.5179
C 0.5064 -2.7461 -1.1403
O 0.0723 -2.9822 -2.4082
C -0.4338 -1.8965 -3.1466
H 1.3458 -7.0074 -1.2150
H 2.5088 -6.1056 -0.2118
H 0.8661 -6.4437 0.4048
H 1.8280 -4.5570 1.4121
H 1.7860 -2.3688 2.4844
H 1.3353 0.7262 0.7221
H 1.4578 0.0311 2.3452
H -1.2065 -0.0357 0.8985
H -0.9072 0.0966 2.6455
H -0.4533 2.4355 2.2996
H -0.6265 4.0171 -1.7196
H -0.7709 6.5230 -1.7541
H -1.3938 7.6905 0.3688
H -1.8070 4.1900 2.3940
H 0.1296 -0.6409 -1.0346
H 0.3314 -1.1312 -3.3125
H -1.2978 -1.4385 -2.6550
H -0.7412 -2.3121 -4.1050
*
```

Its SMILES is COc1ccc(CCNC(=O)c2cccnc2)cc1OC. The value obtained for the orbital gap is 0.3113 Ha.

Relative stability in kcal/mol, measured from the most stable structure: one) 0.0; two) 9.0

one) DFT (wB97M-V/def2-TZVPD) results for an isolated molecule of CH5O2P.

The geometry in ORCA input format:
```
! wB97M-V def2-TZVPD RIJCOSX def2/J DEFGRID3
* xyz 0 1
C 0.7666 0.5463 -0.7588
P 0.7377 -0.3956 0.8519
O -0.8740 -0.9762 0.7105
O -1.7500 0.2012 0.5883
H 0.3176 0.1839 -1.6764
H 1.7980 0.5282 -1.0411
H 0.3251 1.4734 -0.4342
H 1.1933 -1.7200 0.5621
H -2.5143 0.1588 1.1978
*
```

Its SMILES is CPOO. The value obtained for the orbital gap is 0.3611 Ha.

two) DFT (wB97M-V/def2-TZVPD) results for an isolated molecule of CH5O2P.

The geometry in ORCA input format:
```
! wB97M-V def2-TZVPD RIJCOSX def2/J DEFGRID3
* xyz 0 1
O 1.7070 0.7423 0.2196
C 0.9353 -0.3516 -0.1908
P -0.9713 -0.3191 0.4712
O -2.1331 0.7115 -0.3095
H 1.6818 0.7133 1.1900
H 1.4083 -1.2707 0.0756
H 0.5222 -0.4268 -1.2451
H -1.1958 -1.4401 -0.3290
H -1.9545 1.6412 0.1181
*
```

Its SMILES is OCPO. The value obtained for the orbital gap is 0.3333 Ha.

Relative stability in kcal/mol, measured from the most stable structure: one) 41.3; two) 0.0